(1)
The following is a DFT calculation (the ωB97M-V functional and the def2-TZVPD basis) of a molecular structure, C38H48IrN2O2SSe.

Geometry (Å):
Ir (-0.010, -0.270, 0.072)
C (6.199, 4.332, -1.860)
C (4.699, 4.516, -1.613)
C (4.068, 5.066, -2.901)
C (4.520, 5.512, -0.456)
C (3.993, 3.233, -1.239)
C (2.624, 3.267, -0.962)
C (1.968, 2.120, -0.618)
Se (0.023, 2.219, -0.036)
C (-1.973, 2.140, -0.610)
C (-2.618, 3.280, -0.990)
C (-3.983, 3.241, -1.295)
C (-4.631, 2.008, -1.193)
C (-4.006, 0.844, -0.787)
C (-2.612, 0.890, -0.483)
O (-1.925, -0.140, -0.108)
C (-4.738, -0.477, -0.628)
C (-4.646, -0.925, 0.838)
C (-4.088, -1.513, -1.557)
C (-6.220, -0.375, -1.000)
C (-4.679, 4.524, -1.692)
C (-4.512, 5.530, -0.541)
C (-6.177, 4.353, -1.956)
C (-4.034, 5.066, -2.977)
C (2.611, 0.864, -0.505)
O (1.931, -0.180, -0.168)
C (4.013, 0.827, -0.776)
C (4.643, 1.998, -1.141)
C (4.751, -0.489, -0.611)
C (4.136, -1.535, -1.552)
C (4.626, -0.939, 0.852)
C (6.241, -0.372, -0.947)
H (6.630, 5.301, -2.101)
H (6.384, 3.664, -2.697)
H (6.703, 3.953, -0.974)
H (4.552, 6.002, -3.165)
H (3.003, 5.248, -2.795)
H (4.213, 4.361, -3.717)
H (5.059, 6.429, -0.676)
H (4.923, 5.090, 0.463)
H (3.478, 5.762, -0.285)
H (2.056, 4.184, -1.019)
H (-2.050, 4.194, -1.058)
H (-5.681, 1.966, -1.432)
H (-3.615, -1.087, 1.144)
H (-5.192, -1.856, 0.973)
H (-5.084, -0.170, 1.488)
H (-3.041, -1.668, -1.308)
H (-4.150, -1.174, -2.589)
H (-4.604, -2.466, -1.470)
H (-6.743, 0.329, -0.358)
H (-6.682, -1.350, -0.870)
H (-6.347, -0.081, -2.038)
H (-4.926, 5.118, 0.376)
H (-5.044, 6.447, -0.777)
H (-3.470, 5.781, -0.361)
H (-6.697, 3.984, -1.076)
H (-6.361, 3.685, -2.794)
H (-6.595, 5.326, -2.207)
H (-2.970, 5.248, -2.861)
H (-4.513, 6.002, -3.251)
H (-4.172, 4.358, -3.791)
H (5.698, 1.953, -1.354)
H (3.098, -1.725, -1.297)
H (4.683, -2.471, -1.470)
H (4.189, -1.190, -2.583)
H (3.586, -1.096, 1.131)
H (5.053, -0.185, 1.510)
H (5.163, -1.873, 0.997)
H (6.393, -0.071, -1.980)
H (6.705, -1.345, -0.810)
H (6.742, 0.330, -0.287)
S (-0.207, -6.991, -0.049)
C (-0.108, -5.210, 0.017)
C (-0.394, -4.521, 1.189)
C (-0.196, -3.155, 1.224)
N (0.239, -2.462, 0.169)
C (0.486, -3.122, -0.966)
C (0.326, -4.485, -1.088)
C (-1.946, -7.070, -0.520)
C (-2.290, -7.100, -1.860)
C (-3.644, -7.147, -2.170)
N (-4.587, -7.163, -1.251)
C (-4.250, -7.147, 0.022)
C (-2.929, -7.100, 0.452)
H (-0.741, -5.043, 2.063)
H (-0.357, -2.596, 2.137)
H (0.849, -2.530, -1.797)
H (0.545, -4.981, -2.017)
H (-1.538, -7.098, -2.632)
H (-3.978, -7.174, -3.198)
H (-5.065, -7.174, 0.732)
H (-2.682, -7.101, 1.501)

Force components x, y, z for each atom (eV/Å):
1.51 1.49 0.21
-0.30 0.00 0.07
0.00 0.29 -0.03
0.18 -0.05 0.16
0.14 -0.09 -0.16
-0.14 -0.43 0.18
0.02 0.33 -0.26
-0.55 -0.56 -0.90
-0.41 -1.35 1.77
1.08 -0.01 -1.03
0.31 0.10 -0.14
-0.01 -0.32 0.14
0.05 0.36 -0.03
0.61 -0.47 0.48
-0.36 2.18 -0.60
1.34 -2.58 0.51
-0.12 -0.22 -0.07
0.10 0.02 -0.07
0.05 0.00 0.08
0.29 0.04 0.05
-0.09 0.26 -0.04
-0.07 -0.11 -0.12
0.29 -0.04 0.08
-0.10 -0.09 0.14
0.65 2.77 -0.76
-2.43 -2.85 0.72
-0.99 -0.41 0.44
-0.14 0.52 -0.06
0.08 -0.23 -0.01
0.03 0.02 0.08
-0.05 0.00 -0.11
-0.30 0.00 0.04
0.08 0.05 -0.03
0.08 -0.10 -0.07
0.11 -0.06 0.07
0.02 0.16 -0.10
-0.13 0.05 0.04
-0.01 -0.04 -0.12
0.04 0.17 -0.01
0.04 0.00 0.12
-0.14 0.04 0.01
0.10 0.16 -0.07
-0.05 0.20 -0.06
-0.06 -0.03 0.00
0.00 -0.02 0.04
-0.09 -0.10 0.02
-0.07 0.03 0.11
-0.02 -0.07 -0.04
-0.02 -0.04 -0.15
-0.10 -0.11 -0.02
-0.12 0.11 0.06
-0.05 -0.10 0.00
-0.09 0.06 -0.14
-0.04 0.02 0.12
-0.05 0.15 -0.02
0.14 0.04 0.02
-0.11 -0.07 0.08
-0.07 -0.11 -0.07
-0.07 0.04 -0.03
0.14 0.05 0.03
-0.03 0.14 -0.07
0.01 -0.04 -0.12
0.08 0.04 -0.01
-0.01 -0.05 -0.04
0.10 -0.12 -0.02
0.01 -0.02 -0.13
0.01 -0.02 0.05
0.06 0.03 0.12
0.10 -0.11 0.04
0.08 0.06 -0.12
0.07 -0.10 0.01
0.12 0.12 0.05
-0.37 0.10 -0.08
0.11 -0.04 -0.06
0.22 0.04 -0.14
-0.03 0.06 0.34
-0.92 0.94 -0.32
0.21 0.13 -0.35
0.03 -0.09 0.33
0.51 -0.01 0.11
-0.22 -0.04 0.02
0.48 0.04 -0.15
-0.86 -0.03 -0.22
0.34 0.04 0.36
-0.18 -0.04 -0.11
0.01 -0.06 0.16
-0.12 0.03 -0.08
-0.10 0.01 0.01
0.09 -0.05 -0.14
0.08 0.00 -0.08
0.02 0.00 -0.14
-0.05 -0.01 0.14
0.03 -0.01 0.11

Computed properties:
- 2S+1 = 1
- total charge = +1

Löwdin atomic charge list, values in e, 5 entries: number 1, Ir, carries 1.184; number 2, C, carries -0.054; number 3, C, carries -0.559; number 4, C, carries -0.035; number 5, C, carries -0.035



(2)
The following is a DFT calculation (the ωB97M-V functional and the def2-TZVPD basis) of 5 unconnected molecules or ions with the total composition C24H48BO9PS4.

Geometry (Å):
C (-0.188, 3.848, 5.274)
C (-1.109, 3.200, 4.862)
C (-2.260, 2.469, 4.343)
B (-1.972, 0.899, 4.286)
C (-0.552, 0.310, 3.990)
C (0.242, -0.048, 5.258)
C (1.639, -0.580, 4.882)
O (1.786, -1.988, 5.138)
P (-3.429, -0.325, 4.529)
C (-5.006, 0.614, 4.396)
C (-3.326, -1.008, 6.268)
H (0.587, 4.516, 5.573)
H (-3.115, 2.663, 4.990)
H (-2.479, 2.825, 3.333)
H (0.065, 0.977, 3.385)
H (-0.683, -0.613, 3.420)
H (-0.244, -0.822, 5.853)
H (0.396, 0.819, 5.900)
H (2.418, -0.101, 5.470)
H (1.829, -0.421, 3.822)
H (0.966, -2.425, 4.887)
H (-4.856, 1.689, 4.294)
H (-5.543, 0.294, 3.509)
H (-5.660, 0.443, 5.251)
H (-2.836, -1.973, 6.208)
H (-4.327, -1.091, 6.678)
H (-2.739, -0.343, 6.896)
C (3.069, -4.518, 0.617)
C (3.102, -4.440, 2.150)
C (3.751, -3.104, 2.531)
S (3.402, -1.982, 1.172)
O (4.642, -1.623, 0.529)
O (2.466, -0.970, 1.604)
C (2.546, -3.167, 0.141)
H (2.439, -5.334, 0.265)
H (4.078, -4.682, 0.233)
H (2.081, -4.477, 2.538)
H (3.647, -5.275, 2.587)
H (3.335, -2.688, 3.447)
H (4.833, -3.187, 2.615)
H (2.758, -2.954, -0.904)
H (1.479, -3.062, 0.337)
C (3.582, 2.110, -2.493)
C (2.837, 1.834, -1.179)
C (1.457, 1.272, -1.542)
S (1.657, 0.445, -3.124)
O (0.876, 1.142, -4.119)
O (1.529, -0.982, -2.949)
C (3.379, 0.865, -3.350)
H (4.639, 2.309, -2.327)
H (3.148, 2.982, -2.989)
H (3.390, 1.096, -0.595)
H (2.744, 2.732, -0.570)
H (1.104, 0.552, -0.807)
H (0.722, 2.064, -1.669)
H (3.573, 1.021, -4.408)
H (3.973, 0.028, -2.984)
C (4.050, -0.327, -8.745)
C (2.798, -0.820, -8.005)
C (3.241, -1.932, -7.045)
S (4.951, -1.574, -6.622)
O (5.790, -2.624, -7.140)
O (5.027, -1.173, -5.240)
C (5.118, -0.135, -7.674)
H (3.861, 0.598, -9.289)
H (4.377, -1.080, -9.465)
H (2.361, 0.004, -7.437)
H (2.037, -1.180, -8.694)
H (2.652, -1.951, -6.131)
H (3.220, -2.910, -7.520)
H (6.132, -0.092, -8.064)
H (4.914, 0.744, -7.063)
C (-7.964, 2.172, -1.188)
C (-6.893, 3.245, -0.945)
C (-6.469, 3.145, 0.526)
S (-6.733, 1.432, 1.006)
O (-7.764, 1.386, 2.011)
O (-5.461, 0.788, 1.209)
C (-7.424, 0.894, -0.554)
H (-8.167, 2.035, -2.248)
H (-8.897, 2.463, -0.700)
H (-6.034, 3.054, -1.591)
H (-7.262, 4.243, -1.178)
H (-5.420, 3.390, 0.673)
H (-7.089, 3.764, 1.171)
H (-8.185, 0.140, -0.368)
H (-6.611, 0.470, -1.143)

Force components x, y, z for each atom (eV/Å):
0.13 0.21 -0.04
-0.04 0.29 -0.18
0.49 -0.48 0.14
-0.41 0.13 0.41
-0.20 -0.22 0.23
0.79 0.07 -0.20
-0.22 -0.50 0.02
0.05 -0.01 0.13
-0.16 -0.59 -0.69
-0.14 0.20 0.31
0.49 0.69 -0.43
-0.03 -0.23 0.07
-0.17 0.13 -0.15
-0.17 0.07 -0.04
-0.02 0.17 0.00
0.07 -0.03 -0.13
-0.20 0.05 0.08
-0.32 0.13 0.03
0.06 0.02 0.02
0.09 0.26 -0.05
-0.02 0.02 -0.07
0.02 0.05 0.09
0.12 -0.10 0.02
0.05 0.02 0.11
-0.09 -0.16 0.18
-0.09 -0.16 -0.03
-0.05 -0.09 0.27
0.05 0.02 0.10
-0.02 0.02 -0.08
-0.02 -0.21 0.22
-0.21 -0.36 -0.02
-0.03 0.25 0.03
0.13 0.28 -0.13
0.01 -0.27 -0.12
0.00 0.00 -0.01
-0.01 0.01 -0.03
0.00 0.02 0.00
0.00 0.00 0.02
0.02 0.10 -0.04
0.02 0.07 -0.09
-0.01 0.15 0.03
0.00 0.06 0.01
-0.17 0.01 0.03
0.13 -0.06 -0.02
0.07 0.17 0.35
0.32 0.01 0.19
-0.09 -0.14 -0.06
-0.20 -0.03 -0.16
0.22 0.22 0.09
0.01 -0.02 0.00
0.02 -0.01 -0.03
-0.01 -0.01 0.00
-0.03 -0.01 0.02
-0.07 -0.06 -0.09
-0.04 -0.06 -0.13
-0.06 -0.12 -0.03
-0.03 -0.05 -0.06
-0.06 -0.09 0.04
0.07 0.05 0.01
-0.30 0.07 -0.12
-0.22 0.10 -0.07
0.08 -0.03 0.10
0.18 -0.06 0.09
-0.06 0.14 -0.23
0.00 0.00 -0.01
0.03 0.01 0.00
0.01 0.00 0.01
-0.01 0.00 0.01
0.09 -0.05 0.07
0.11 -0.02 0.02
0.04 -0.07 0.10
0.01 -0.02 0.04
0.03 0.06 0.07
-0.01 -0.06 0.00
0.00 0.25 -0.22
0.02 0.08 -0.35
0.09 -0.07 0.11
0.00 -0.05 0.14
-0.18 0.07 -0.24
-0.01 0.00 0.00
-0.01 -0.03 0.00
0.00 -0.02 0.01
0.01 0.01 0.01
0.00 -0.07 0.12
-0.03 -0.08 0.06
0.06 -0.03 0.12
0.03 -0.01 0.05

Computed properties:
- 2S+1 = 1
- total charge = 0
- SMILES = C#CCB(CCCO)P(C)C.O=S1(=O)CCCC1.O=S1(=O)CCCC1.O=S1(=O)CCCC1.O=S1(=O)CCCC1

Löwdin atomic charge list, values in e, 5 entries: number 1, C, carries 0.108; number 2, C, carries -0.179; number 3, C, carries -0.170; number 4, B, carries -0.445; number 5, C, carries -0.183



no.,DFT total energy (Ha),F_max (eV Å⁻¹)
1,-4640.459657,3.8
2,-3579.255990,0.9